(1)
Computed, not measured: one molecule with the formula C16H14N2O2, with ωB97M-V with the def2-TZVPD basis set.

Summary:
E in hartree: -878.07555
HOMO-LUMO gap in eV: 8.8
HOMO in eV: -8.5
Energy above the lowest of the compared OMol25 structures with the same formula, charge and spin in kcal/mol: 44.1
Total charge: 0

Element x y z (Å)
O 3.070 -1.953 0.929
C 2.217 -1.892 0.057
C 1.107 -0.959 0.143
C 0.324 -0.606 -0.896
N -0.755 0.213 -0.838
N -1.037 0.984 0.289
C -1.657 2.183 0.102
O -1.859 2.601 -1.025
C -2.043 2.901 1.340
C -3.092 3.814 1.255
C -3.495 4.520 2.373
C -2.845 4.331 3.582
C -1.787 3.441 3.667
C -1.384 2.725 2.555
C 2.292 -2.774 -1.145
C 1.188 -3.488 -1.600
C 1.306 -4.329 -2.692
C 2.522 -4.460 -3.342
C 3.629 -3.764 -2.885
C 3.518 -2.934 -1.785
H 1.009 -0.471 1.103
H 0.474 -1.038 -1.876
H -1.077 0.706 -1.668
H -1.027 0.498 1.172
H -3.577 3.953 0.302
H -4.312 5.221 2.301
H -3.156 4.883 4.456
H -1.270 3.306 4.606
H -0.537 2.059 2.632
H 0.243 -3.404 -1.082
H 0.447 -4.886 -3.036
H 2.609 -5.113 -4.198
H 4.581 -3.874 -3.384
H 4.375 -2.396 -1.409

(2)
Computed, not measured: an isolated ion of composition C3H9NS2 and charge +1, with ωB97M-V with the def2-TZVPD basis set.

Summary:
E in hartree: -970.51815
Expectation value of S²: 0.76
HOMO-LUMO gap (spin up / spin down) in eV: 10.1 / 5.9
Spin multiplicity: 2
HOMO (spin up / spin down) in eV: -14.2 / -13.8
Energy above the lowest of the compared OMol25 structures with the same formula, charge and spin in kcal/mol: 7.5
Total charge: +1

Element x y z (Å)
N -0.547 -0.765 -1.927
C -0.600 -1.499 -0.665
C -1.878 -2.384 -0.701
C -0.488 -0.527 0.488
S 0.990 0.449 0.082
S 0.762 2.071 1.295
H -0.095 -1.234 -2.698
H -1.473 -0.491 -2.241
H 0.329 -2.081 -0.753
H -2.779 -1.792 -0.880
H -1.713 -3.122 -1.477
H -2.169 -2.917 0.207
H -1.398 0.086 0.526
H -0.475 -1.124 1.405
H 1.943 1.996 1.959

(3)
Computed, not measured: a 2-piece molecular cluster, C7H6ClF2NO2S overall, with ωB97M-V with the def2-TZVPD basis set.

Summary:
E in hartree: -1533.58815
HOMO-LUMO gap (spin up / spin down) in eV: 6.9 / 7.1
HOMO (spin up / spin down) in eV: -7.4 / -7.6
Energy above the lowest of the compared OMol25 structures with the same formula, charge and spin in kcal/mol: 24.5
Total charge: 0

Element x y z (Å)
C 1.150 -0.477 1.292
C 2.587 -0.444 1.239
C 0.527 -1.140 0.251
C 3.008 -1.173 0.162
C -0.683 1.671 -0.268
C -1.410 0.895 -1.268
C -0.842 -1.155 -0.080
N -2.790 0.676 -1.340
O -1.376 2.206 0.722
O 0.568 1.550 -0.219
F -1.222 -2.044 -0.967
F -1.881 -0.931 0.768
S 1.782 -1.894 -0.778
Cl 4.685 -1.421 -0.271
H 0.627 0.265 1.853
H 3.229 -0.216 2.110
H -1.054 0.613 -2.288
H -0.600 2.372 1.313
H -3.280 0.830 -0.485
H -3.023 -0.184 -1.749

(4)
Computed, not measured: one molecule with the formula C6H13NO4, with ωB97M-V with the def2-TZVPD basis set.

Summary:
E in hartree: -592.11945
HOMO-LUMO gap in eV: 10.0
HOMO in eV: -9.4
Energy above the lowest of the compared OMol25 structures with the same formula, charge and spin in kcal/mol: 9.4
Total charge: 0

Element x y z (Å)
O 2.869 -0.614 0.843
C 2.505 0.092 -0.332
O 2.148 -0.804 -1.350
C 1.384 1.119 -0.238
C -0.007 0.555 -0.412
N -0.973 1.558 0.023
C -2.257 0.816 -0.046
C -1.946 -0.653 0.219
O -2.266 -1.528 -0.887
C -0.383 -0.726 0.304
O 0.097 -0.648 1.627
H 2.062 -0.789 1.340
H 3.456 0.616 -0.633
H 2.888 -1.414 -1.424
H 1.458 1.697 0.710
H 1.547 1.889 -1.030
H -0.225 0.382 -1.481
H -0.768 1.659 1.024
H -2.735 1.039 -1.021
H -2.985 1.185 0.729
H -2.460 -0.973 1.145
H -3.206 -1.405 -1.018
H -0.026 -1.644 -0.226
H -0.177 -1.411 2.134

(5)
Computed, not measured: C25H21Cl6N5O8STi as an isolated structure, with ωB97M-V with the def2-TZVPD basis set.

Summary:
E in hartree: -5849.97737
HOMO-LUMO gap in eV: 6.3
HOMO in eV: -8.1
Energy above the lowest of the compared OMol25 structures with the same formula, charge and spin in kcal/mol: 23.3
Total charge: 0

Element x y z (Å)
Ti 0.896 -0.167 0.379
Cl -0.640 -7.023 -1.607
C -0.543 -5.345 -1.269
C 0.563 -4.836 -0.588
Cl 1.837 -5.863 -0.086
C 0.623 -3.476 -0.321
Cl 1.981 -2.773 0.486
C -0.397 -2.615 -0.710
O -0.321 -1.312 -0.434
C -1.494 -3.126 -1.398
Cl -2.734 -2.035 -1.876
C -1.568 -4.487 -1.675
Cl -2.926 -5.108 -2.519
O 1.129 -3.484 6.214
C 0.463 -2.436 6.246
O -0.194 -1.874 7.130
C 0.434 -1.777 4.881
C -0.604 -2.051 3.983
C -0.578 -1.527 2.715
N 0.417 -0.720 2.309
C 1.394 -0.410 3.188
C 1.456 -0.913 4.456
C 2.464 0.460 2.592
O 3.164 1.215 3.195
O 2.515 0.276 1.255
H -1.430 -2.683 4.283
H -1.351 -1.738 1.986
H 2.265 -0.626 5.113
C -2.987 0.743 4.202
C -1.701 1.515 4.284
C -0.796 1.300 5.318
C 0.375 2.042 5.384
Cl 1.489 1.750 6.683
C 0.676 3.003 4.438
C -0.227 3.236 3.410
C -1.391 2.490 3.336
O -2.316 2.758 2.324
C -2.091 2.035 1.131
C -0.800 2.443 0.427
O -0.567 3.529 -0.018
O 0.120 1.456 0.358
H -3.064 0.040 5.030
H -3.060 0.175 3.272
H -3.847 1.413 4.231
H -0.993 0.549 6.074
H 1.596 3.565 4.511
H -0.044 4.011 2.679
H -2.897 2.274 0.440
H -2.089 0.958 1.321
S 2.199 -0.141 -1.826
C 2.696 1.484 -1.512
N 1.951 2.533 -1.801
C 2.512 3.763 -1.238
C 3.807 3.260 -0.552
N 3.835 1.845 -0.934
H 0.975 2.392 -2.073
H 1.808 4.190 -0.527
H 2.714 4.491 -2.022
H 3.752 3.348 0.533
H 4.695 3.774 -0.912
H 4.386 1.154 -0.453
N -2.024 2.034 -2.391
N -0.753 1.422 -2.629
H -2.714 1.747 -3.077
H -1.910 3.038 -2.448
H -0.554 1.309 -3.620
H -0.793 0.495 -2.220

(6)
Computed, not measured: C6H24O6Ti as an isolated structure, with ωB97M-V with the def2-TZVPD basis set.

Summary:
E in hartree: -1543.53755
Expectation value of S²: 3.75
HOMO-LUMO gap (spin up / spin down) in eV: 5.3 / 11.2
Spin multiplicity: 4
HOMO (spin up / spin down) in eV: -7.5 / -13.6
Energy above the lowest of the compared OMol25 structures with the same formula, charge and spin in kcal/mol: 16.6
Total charge: +1

Element x y z (Å)
Ti 0.034 0.157 -0.101
C -1.407 -2.468 1.254
O -1.473 -1.067 1.586
H -2.399 -2.709 0.865
H -0.657 -2.625 0.483
H -1.215 -3.146 2.087
H -2.386 -0.807 1.717
C -1.920 2.235 1.558
O -0.922 2.328 0.559
H -2.690 1.529 1.232
H -1.449 2.030 2.518
H -2.501 3.148 1.736
H -1.011 3.099 -0.004
C 1.435 2.114 -2.303
O 1.996 1.365 -1.233
H 1.176 3.141 -2.026
H 2.064 2.139 -3.195
H 0.488 1.651 -2.588
H 2.811 1.797 -0.961
C -2.991 -0.389 -1.834
O -2.180 0.784 -1.795
H -2.759 -0.991 -2.720
H -2.677 -1.045 -1.019
H -4.063 -0.195 -1.797
H -2.539 1.368 -2.471
C 1.937 -3.167 -0.271
O 1.567 -1.856 -0.680
H 2.990 -3.223 0.020
H 1.282 -3.599 0.477
H 1.930 -3.850 -1.130
H 2.230 -1.544 -1.303
C 2.820 0.904 1.840
O 1.571 0.219 1.612
H 2.913 1.822 1.268
H 2.849 1.107 2.907
H 3.628 0.261 1.485
H 1.518 -0.517 2.228

(7)
Computed, not measured: one molecule with the formula C16H25NO, with ωB97M-V with the def2-TZVPD basis set.

Summary:
E in hartree: -754.65832
HOMO-LUMO gap in eV: 9.2
HOMO in eV: -8.2
Energy above the lowest of the compared OMol25 structures with the same formula, charge and spin in kcal/mol: 28.9
Total charge: 0

Element x y z (Å)
C 1.890 3.037 3.202
C 2.134 1.586 2.924
C 2.108 0.637 3.929
C 2.339 -0.703 3.659
C 2.601 -1.096 2.363
C 2.632 -0.163 1.338
C 2.399 1.179 1.605
O 2.429 2.196 0.694
C 2.563 1.958 -0.689
C 1.210 1.856 -1.403
C 0.447 0.570 -1.095
C -0.879 0.528 -1.857
N -1.736 -0.554 -1.408
C -1.281 -1.855 -1.866
C -2.102 -2.965 -1.218
C -3.577 -2.793 -1.560
C -4.015 -1.396 -1.139
C -3.121 -0.348 -1.793
H 1.052 3.396 2.607
H 2.763 3.624 2.920
H 1.677 3.199 4.256
H 1.903 0.953 4.942
H 2.313 -1.429 4.457
H 2.784 -2.136 2.135
H 2.839 -0.505 0.336
H 3.095 2.838 -1.069
H 3.178 1.077 -0.894
H 0.607 2.717 -1.107
H 1.391 1.923 -2.478
H 0.232 0.503 -0.028
H 1.064 -0.286 -1.373
H -0.681 0.470 -2.944
H -1.410 1.465 -1.668
H -0.233 -1.976 -1.588
H -1.355 -1.936 -2.968
H -1.972 -2.909 -0.137
H -1.737 -3.935 -1.561
H -4.178 -3.551 -1.054
H -3.720 -2.913 -2.638
H -3.930 -1.302 -0.056
H -5.054 -1.215 -1.422
H -3.424 0.649 -1.461
H -3.245 -0.394 -2.892

(8)
Computed, not measured: a 7-piece molecular cluster, C43H45Br2FO4S overall, with ωB97M-V with the def2-TZVPD basis set.

Summary:
E in hartree: -7612.51869
HOMO-LUMO gap in eV: 9.4
HOMO in eV: -9.1
Total charge: 0

Element x y z (Å)
C -0.191 5.921 -0.805
C -1.128 5.413 -1.592
C -1.210 3.939 -1.836
F 0.024 3.373 -1.698
O -1.977 3.287 -0.803
S -3.331 2.690 -1.350
O -4.316 3.703 -1.426
O -3.618 1.475 -0.689
O -2.746 2.384 -2.810
C -1.858 3.422 -3.196
Br -2.910 4.804 -4.112
C -0.886 2.831 -4.230
Br 0.474 4.148 -4.643
C -0.255 1.492 -3.848
C 0.287 0.771 -5.086
H 0.536 5.301 -0.299
H -0.137 6.989 -0.656
H -1.885 6.038 -2.037
H -1.462 2.703 -5.142
H 0.541 1.650 -3.127
H -1.026 0.880 -3.381
H 1.131 0.134 -4.832
H -0.487 0.160 -5.550
H 0.632 1.483 -5.836
C -7.557 2.675 3.709
C -7.493 3.137 2.401
C -6.461 2.727 1.569
C -5.491 1.853 2.044
C -5.553 1.396 3.353
C -6.586 1.805 4.185
H -8.364 2.993 4.357
H -8.249 3.819 2.030
H -6.406 3.086 0.549
H -4.689 1.539 1.391
H -4.795 0.717 3.725
H -6.635 1.445 5.205
C -4.156 -1.838 -0.535
C -4.159 -3.181 -0.183
C -5.316 -3.935 -0.322
C -6.473 -3.343 -0.812
C -6.470 -1.999 -1.161
C -5.312 -1.246 -1.023
H -3.255 -1.248 -0.428
H -3.255 -3.636 0.204
H -5.317 -4.983 -0.048
H -7.376 -3.929 -0.921
H -7.374 -1.536 -1.539
H -5.304 -0.200 -1.293
C -1.015 -5.885 0.175
C -1.017 -5.395 -1.124
C 0.030 -5.702 -1.984
C 1.080 -6.495 -1.543
C 1.088 -6.976 -0.241
C 0.040 -6.671 0.617
H -1.828 -5.643 0.848
H -1.832 -4.770 -1.466
H 0.028 -5.319 -2.996
H 1.897 -6.732 -2.213
H 1.914 -7.583 0.107
H 0.051 -7.036 1.636
C 2.387 -3.898 2.262
C 2.950 -2.998 3.156
C 2.696 -1.639 3.028
C 1.879 -1.181 2.003
C 1.319 -2.082 1.107
C 1.572 -3.441 1.236
H 2.582 -4.959 2.362
H 3.588 -3.351 3.955
H 3.138 -0.940 3.727
H 1.678 -0.122 1.904
H 0.682 -1.725 0.307
H 1.135 -4.142 0.536
C 7.365 -2.023 4.001
C 7.742 -0.994 4.853
C 7.237 -0.941 6.145
C 6.353 -1.916 6.585
C 5.973 -2.944 5.733
C 6.480 -2.998 4.441
H 7.759 -2.065 2.994
H 8.430 -0.232 4.509
H 7.532 -0.139 6.809
H 5.960 -1.876 7.593
H 5.281 -3.703 6.076
H 6.182 -3.797 3.774
C 6.191 5.191 -3.679
C 5.021 5.714 -4.213
C 3.791 5.289 -3.731
C 3.727 4.343 -2.718
C 4.897 3.819 -2.186
C 6.129 4.243 -2.667
H 7.152 5.522 -4.052
H 5.069 6.451 -5.004
H 2.880 5.704 -4.143
H 2.764 4.017 -2.345
H 4.849 3.079 -1.397
H 7.041 3.833 -2.252

(9)
Computed, not measured: C2H3BrFI as an isolated structure, with ωB97M-V with the def2-TZVPD basis set.

Summary:
E in hartree: -3049.49174
HOMO-LUMO gap (spin up / spin down) in eV: 6.9 / 6.9
HOMO (spin up / spin down) in eV: -9.2 / -9.2
Energy above the lowest of the compared OMol25 structures with the same formula, charge and spin in kcal/mol: 44.9
Total charge: 0

Element x y z (Å)
C 0.429 -0.593 -0.051
C -0.546 0.407 -0.195
F -0.214 1.456 -0.909
Br 0.184 1.622 2.306
I 0.250 -1.569 -2.022
H 1.345 -0.077 0.293
H 0.242 -1.395 0.655
H -1.690 0.149 -0.076

(10)
Computed, not measured: C4H11O3P as an isolated structure, with ωB97M-V with the def2-TZVPD basis set.

Summary:
E in hartree: -725.87330
Expectation value of S²: 2.03
HOMO-LUMO gap (spin up / spin down) in eV: 5.0 / 5.9
Spin multiplicity: 3
HOMO (spin up / spin down) in eV: -5.5 / -9.4
Energy above the lowest of the compared OMol25 structures with the same formula, charge and spin in kcal/mol: 85.1
Total charge: 0

Element x y z (Å)
C -2.805 1.141 0.051
C 2.710 1.871 -0.761
C -0.248 -3.054 0.328
C -1.428 0.541 0.312
O 1.308 -0.859 0.639
O -1.452 -0.557 0.932
O 1.446 1.588 -0.308
P 0.418 -1.671 1.475
H -3.584 0.618 0.531
H -2.760 2.209 0.321
H -2.838 0.985 -1.090
H 3.450 2.127 0.016
H 2.745 2.632 -1.474
H 3.296 1.032 -1.157
H -0.431 -4.010 0.733
H -1.176 -2.659 -0.076
H 0.408 -3.395 -0.497
H -0.466 0.888 0.082
H 1.407 0.573 -0.059

(11)
Computed, not measured: C22H18CrN5S2Sb as an isolated structure, with ωB97M-V with the def2-TZVPD basis set.

Summary:
E in hartree: -3202.06969
HOMO-LUMO gap (spin up / spin down) in eV: 3.9 / 3.9
HOMO (spin up / spin down) in eV: -21.3 / -21.3
Total charge: +4

Element x y z (Å)
Cr 0.092 -0.026 -0.185
C 1.498 -0.588 -3.287
C 0.227 -1.310 -3.014
C -0.628 -1.817 -4.012
C -1.848 -2.409 -3.695
C -2.148 -2.499 -2.339
C -1.306 -2.006 -1.361
N -0.207 -1.332 -1.702
Sb -1.402 -2.709 0.687
C 0.244 -1.866 1.624
C 0.263 -1.870 3.027
C 1.474 -1.630 3.718
C 2.615 -1.386 2.901
C 2.489 -1.316 1.524
C 3.661 -1.185 0.648
N 1.254 -1.360 0.942
C -2.259 -0.856 1.206
C -3.630 -0.824 1.596
C -4.158 0.352 2.100
C -3.344 1.482 2.145
C -1.974 1.388 1.773
C -0.997 2.464 1.994
N -1.527 0.259 1.147
H 1.909 -0.831 -4.283
H 1.341 0.498 -3.380
H 2.247 -0.805 -2.542
H -0.426 -1.543 -5.064
H -2.410 -3.000 -4.427
H -3.123 -2.912 -1.993
H -0.625 -2.021 3.591
H 1.469 -1.524 4.796
H 3.615 -1.298 3.299
H 3.712 -0.166 0.266
H 4.553 -1.421 1.237
H 3.759 -1.832 -0.220
H -4.113 -1.812 1.570
H -5.191 0.364 2.389
H -3.755 2.471 2.318
H -1.225 3.052 2.889
H 0.011 1.962 2.092
H -0.936 3.082 1.101
S 1.825 1.682 0.116
C 0.965 2.481 -1.105
S -0.591 1.884 -1.555
C 1.450 3.707 -1.486
C 2.556 4.343 -0.944
N 3.445 4.918 -0.443
C 0.819 4.521 -2.445
N 0.330 5.244 -3.214